Entry 1:
A cluster of 2 separate species, C2H4F2S2 in total, computed with ωB97M-V/def2-TZVPD.

Computed properties:
net charge	0
relative energy (zero: lowest compared OMol25 entry of this formula, charge and spin)	170.4	kJ/mol
HOMO level (alpha / beta)	-8.4097 / -8.6059	eV
orbital gap (alpha / beta)	8.799 / 7.344	eV

Geometry (Å):
C: 0.78716 -1.03005 0.39556
C: -1.41708 2.71687 -0.26880
F: -2.20032 1.66300 -0.07477
F: -1.12681 3.31395 0.87786
S: 1.71205 0.54908 0.47180
S: 1.15166 1.53293 -1.11818
H: 0.98899 -1.52558 -0.54713
H: -0.27383 -0.82435 0.50091
H: 1.13918 -1.63699 1.22136
H: -1.69318 3.36830 -1.08429

Forces on atoms 1 to 2 (eV/Å):
0.20 0.49 -0.04
0.82 -0.55 0.18

---

Entry 2:
A structure of composition C34H41AsFeO7S2Te, computed with ωB97M-V/def2-TZVPD.

Computed properties:
net charge	+1
relative energy (zero: lowest compared OMol25 entry of this formula, charge and spin)	100.9	kJ/mol
spin multiplicity	6
⟨S²⟩	8.77
HOMO level (alpha / beta)	-10.8983 / -10.9428	eV
orbital gap (alpha / beta)	8.686 / 4.936	eV

Geometry (Å):
Fe: -0.09561 0.16724 -0.94180
C: -1.98152 -0.92551 -4.81946
C: -1.15992 -1.38784 -3.64932
C: -1.79269 -1.99751 -2.55545
C: -3.29664 -2.04290 -2.53437
C: -1.03096 -2.46330 -1.47856
C: -1.65717 -3.20809 -0.32688
C: 0.36898 -2.30284 -1.49341
C: 1.23773 -2.99116 -0.46986
C: 0.99586 -1.64540 -2.57294
C: 2.49872 -1.70769 -2.69210
C: 0.21508 -1.13342 -3.62422
C: 0.83598 -0.31741 -4.72996
H: -2.33916 0.10021 -4.67106
H: -2.85205 -1.56002 -4.96600
H: -1.40496 -0.94586 -5.74180
H: -3.70088 -1.13334 -2.97385
H: -3.68988 -2.09942 -1.52409
H: -3.68862 -2.89181 -3.10030
H: -1.54453 -2.65598 0.61168
H: -1.18705 -4.18383 -0.19427
H: -2.71758 -3.37895 -0.47123
H: 1.57480 -3.95956 -0.85274
H: 0.71023 -3.19177 0.46140
H: 2.13172 -2.41270 -0.23784
H: 3.01190 -1.21264 -1.86968
H: 2.85305 -1.28151 -3.62483
H: 2.81412 -2.75385 -2.68343
H: 1.09409 -0.92906 -5.59832
H: 1.74165 0.18777 -4.40039
H: 0.14479 0.45276 -5.06859
O: -0.23298 2.70749 -2.67591
As: -1.92608 2.23381 -2.35379
O: -2.68098 2.58004 -3.74730
O: -1.75472 0.65854 -1.77758
C: -2.65422 3.26289 -0.88729
C: -3.62483 4.17549 -1.27751
C: -4.33033 4.90786 -0.32756
C: -4.07884 4.72192 1.01871
C: -3.11698 3.80345 1.42569
C: -2.42037 3.07568 0.47974
S: -1.17046 1.96091 1.05639
O: -0.06962 2.13209 0.08032
O: -0.81876 2.30822 2.41222
O: -1.63566 0.56656 0.92301
H: -0.28707 3.06429 -3.57495
H: -3.82552 4.29927 -2.33449
H: -5.07932 5.61855 -0.64980
H: -4.62422 5.28942 1.76038
H: -2.89707 3.65935 2.47439
Te: 0.69548 -0.61097 2.27693
C: -0.61915 -1.03066 3.84413
C: -0.53234 -0.24707 4.98765
C: -1.37969 -0.52012 6.05132
C: -2.29792 -1.55619 5.96376
C: -2.38448 -2.32369 4.81090
C: -1.54402 -2.06250 3.73897
C: 2.22768 -1.89121 2.83237
C: 3.50589 -1.57855 2.36008
C: 4.56967 -2.41039 2.66497
C: 4.35417 -3.55651 3.42014
C: 3.08058 -3.87220 3.87917
C: 2.01245 -3.04037 3.59358
H: 0.16567 0.57815 5.05362
H: -1.32486 0.08466 6.94614
H: -2.95726 -1.76063 6.79643
H: -3.10969 -3.12286 4.74078
H: -1.62523 -2.65202 2.83488
H: 3.67194 -0.69545 1.75271
H: 5.56241 -2.16789 2.31094
H: 5.18500 -4.20832 3.65423
H: 2.92266 -4.76751 4.46480
H: 1.02537 -3.27760 3.96989
O: 1.87290 0.34927 -0.50854
S: 3.04312 1.33781 -0.46752
C: 2.80206 2.57826 -1.77041
C: 2.41882 3.89388 -1.10023
C: 3.09810 3.88917 0.26763
C: 2.77867 2.52774 0.87932
H: 2.03815 2.17912 -2.43701
H: 3.75787 2.63300 -2.29274
H: 1.33675 3.93236 -0.98749
H: 2.73505 4.73926 -1.70986
H: 2.73614 4.68344 0.91953
H: 4.17846 4.01719 0.16078
H: 1.72459 2.46046 1.14828
H: 3.41355 2.24850 1.71879

Forces on atoms 1 to 2 (eV/Å):
-0.36 0.11 -0.11
0.00 0.00 -0.04

---

Entry 3:
A cluster of 5 separate species, C37H85BFINO3S in total, computed with ωB97M-V/def2-TZVPD.

Computed properties:
net charge	-1
HOMO level	-4.5246	eV
orbital gap	6.829	eV

Geometry (Å):
C: -5.07061 0.45800 -3.09110
C: -3.97325 -0.57316 -3.39981
C: -3.24183 -1.11693 -2.15278
N: -1.79225 -1.03402 -2.23084
B: -1.07134 0.13429 -1.49768
C: -1.85329 1.56988 -1.73759
C: -1.87934 2.09621 -3.18527
C: -0.84574 3.21625 -3.46744
C: 0.04725 2.94363 -4.67577
S: -0.80627 2.92325 -6.23753
O: -1.35784 1.62721 -6.48205
O: 0.02985 3.53240 -7.22541
O: -2.02505 3.91682 -5.99869
C: 0.44921 0.29218 -2.18199
C: 1.49398 -0.73512 -1.79030
C: 2.92862 -0.24472 -1.89467
F: 1.36322 -1.86813 -2.61796
C: -0.96191 -0.04266 0.17275
C: -1.50791 -1.33897 0.72198
C: -0.61291 -2.55421 0.53588
I: -1.80189 -1.10500 2.91037
H: -5.22754 1.14751 -3.92095
H: -4.81560 1.05674 -2.21545
H: -6.01589 -0.03828 -2.86769
H: -4.46417 -1.41342 -3.89764
H: -3.25446 -0.17864 -4.11151
H: -3.65097 -0.62710 -1.25663
H: -3.52287 -2.17212 -2.04898
H: -1.38218 -1.93110 -2.02683
H: -1.29437 2.29507 -1.13132
H: -2.86041 1.56158 -1.30906
H: -1.70729 1.28722 -3.89416
H: -2.87142 2.51686 -3.38366
H: -1.37852 4.14257 -3.68707
H: -0.21855 3.40795 -2.60024
H: 0.52619 1.96557 -4.63257
H: 0.82617 3.69405 -4.79992
H: -2.74026 3.41015 -5.59079
H: 0.86482 1.28866 -2.00563
H: 0.29256 0.15801 -3.25772
H: 1.34922 -1.09091 -0.76979
H: 3.15552 0.09901 -2.90282
H: 3.00565 0.62538 -1.23695
H: 3.64749 -0.97963 -1.53506
H: -1.51867 0.77184 0.64714
H: 0.06413 0.06734 0.54814
H: -2.51909 -1.54545 0.38815
H: -0.20434 -2.58460 -0.47207
H: -1.13866 -3.48410 0.74702
H: 0.23186 -2.50080 1.22433
C: -0.80263 -3.22854 -4.84417
C: -0.02043 -4.45576 -4.38797
C: 1.13745 -4.82243 -5.31424
C: 0.72766 -5.18581 -6.74260
C: -0.26536 -6.34127 -6.85174
C: 0.27047 -7.65912 -6.29947
H: -1.27998 -3.38750 -5.81472
H: -1.58325 -2.97815 -4.12795
H: -0.14763 -2.36053 -4.92032
H: -0.69985 -5.30804 -4.27839
H: 0.38728 -4.25943 -3.39328
H: 1.70110 -5.65111 -4.87334
H: 1.83107 -3.97754 -5.35705
H: 1.62937 -5.43893 -7.31143
H: 0.30096 -4.30663 -7.23198
H: -0.52585 -6.47790 -7.90541
H: -1.19574 -6.08262 -6.34009
H: 1.18605 -7.95378 -6.81772
H: -0.45866 -8.46147 -6.42650
H: 0.49519 -7.58600 -5.23468
C: -4.54629 3.37944 4.68022
C: -4.73069 3.16018 3.18082
C: -3.51367 2.52763 2.50925
C: -2.22907 3.35214 2.58066
C: -2.32627 4.75068 1.97317
C: -2.65888 4.73753 0.48307
H: -3.72816 4.07159 4.88802
H: -5.44999 3.79560 5.13029
H: -4.32409 2.43608 5.18399
H: -4.97959 4.11141 2.70023
H: -5.59167 2.50545 3.02133
H: -3.75025 2.31810 1.46198
H: -3.31223 1.55520 2.96329
H: -1.44016 2.79574 2.06470
H: -1.90283 3.43562 3.62275
H: -1.36912 5.25974 2.11938
H: -3.07130 5.34586 2.51063
H: -1.91304 4.17036 -0.07710
H: -2.68427 5.75201 0.07994
H: -3.63229 4.28383 0.29173
C: 6.37257 1.34390 -0.60939
C: 6.62851 -0.15991 -0.58138
C: 6.47742 -0.77667 0.80769
C: 7.45302 -0.24397 1.85860
C: 8.93021 -0.39862 1.50074
C: 9.36548 -1.85082 1.32650
H: 7.09149 1.88886 0.00541
H: 6.44995 1.73198 -1.62591
H: 5.37040 1.57223 -0.24182
H: 7.62406 -0.37015 -0.98358
H: 5.92089 -0.64919 -1.25315
H: 6.58300 -1.86221 0.72718
H: 5.45699 -0.60177 1.16178
H: 7.26129 -0.76141 2.80408
H: 7.24373 0.81230 2.04838
H: 9.52873 0.05871 2.29354
H: 9.15566 0.16168 0.58938
H: 9.17840 -2.42383 2.23717
H: 10.43198 -1.91447 1.10459
H: 8.83145 -2.33593 0.50852
C: -2.63628 -0.29522 10.11989
C: -1.38623 -0.49392 9.26756
C: -0.51624 0.75721 9.16101
C: -1.19793 1.95824 8.50319
C: -1.72886 1.69977 7.09405
C: -0.64477 1.32085 6.08965
H: -3.29763 0.46097 9.69476
H: -3.20645 -1.22221 10.19647
H: -2.37104 0.01935 11.13195
H: -1.67464 -0.83552 8.27046
H: -0.78505 -1.29794 9.70063
H: 0.39419 0.50801 8.60958
H: -0.18947 1.04881 10.16504
H: -0.48163 2.78540 8.46647
H: -2.02094 2.30315 9.13639
H: -2.23675 2.60282 6.74449
H: -2.49172 0.91633 7.11837
H: 0.11135 2.10653 6.01964
H: -1.07356 1.17750 5.09886
H: -0.14399 0.39098 6.36351

Forces on atoms 1 to 2 (eV/Å):
0.18 -0.07 0.09
-0.52 0.03 0.10

---

Entry 4:
A cluster of 3 separate species, C20H34F7N5O11PS2 in total, computed with ωB97M-V/def2-TZVPD.

Computed properties:
net charge	+1
HOMO level	-11.1746	eV
orbital gap	7.831	eV

Geometry (Å):
C: 2.95916 -4.36228 3.83878
C: 2.15477 -3.43339 2.97958
O: 1.65418 -4.17898 1.79036
C: 1.15650 -3.41458 0.87464
N: 0.43226 -2.32298 1.06404
C: 0.15161 -1.82273 -0.09684
N: -0.53717 -0.68556 -0.30342
C: -0.82831 -0.05769 -1.59546
C: 0.38800 0.67919 -2.16054
C: 1.05782 1.66166 -1.19068
C: 0.68556 3.13942 -1.44671
C: 0.22613 3.88782 -0.20429
N: 1.21678 3.81904 0.86546
S: -1.11888 0.09988 1.08869
O: -0.09609 0.22789 2.06217
O: -1.73954 1.31855 0.71004
C: -2.44837 -0.95732 1.86670
F: -1.90828 -1.89772 2.63654
F: -3.08378 -0.10966 2.66553
C: -3.39882 -1.69816 0.87440
F: -4.10328 -2.55524 1.61566
F: -2.68012 -2.41141 -0.00439
C: -4.44894 -0.86340 0.08792
F: -5.35829 -0.36303 0.90646
F: -5.07091 -1.72219 -0.73012
F: -3.89028 0.07928 -0.66215
N: 0.64822 -2.63475 -1.09686
P: 0.66137 -2.75459 -2.86366
S: -0.48726 -4.19742 -3.43082
N: 1.31105 -3.62494 -0.43785
C: 2.09097 -4.74255 -0.97461
C: 3.52513 -4.23310 -1.06110
O: 3.86473 -3.53679 -1.99260
O: 4.33926 -4.49357 -0.00202
H: 2.35093 -4.88334 4.56443
H: 3.47541 -5.11078 3.25023
H: 3.72193 -3.80023 4.36067
H: 1.29177 -3.05320 3.50189
H: 2.77718 -2.62219 2.62814
H: -1.22280 -0.82405 -2.25773
H: -1.63064 0.65726 -1.50729
H: 1.15749 0.00485 -2.52371
H: 0.05458 1.22694 -3.03534
H: 2.12113 1.59340 -1.38003
H: 0.92779 1.40309 -0.14548
H: 1.58127 3.64980 -1.78506
H: -0.03214 3.23312 -2.25453
H: -0.76186 3.52048 0.07475
H: 0.14172 4.93011 -0.48681
H: 0.81355 4.27689 1.67229
H: 1.37511 2.86504 1.16520
H: 0.26046 -1.55718 -3.44928
H: 2.02220 -2.92966 -3.16403
H: 1.73442 -5.10379 -1.92988
H: 2.04906 -5.57181 -0.28409
H: 4.87275 -5.28021 -0.16562
C: -5.96486 5.99954 4.84395
O: -6.12415 4.59581 4.62076
C: -5.45020 4.12793 3.57692
O: -4.74761 4.76695 2.84095
O: -5.68595 2.81820 3.48347
C: -5.01862 2.18686 2.39338
H: -6.56245 6.24419 5.71657
H: -4.92272 6.24072 5.04272
H: -6.32714 6.56740 3.98965
H: -3.93909 2.28574 2.49538
H: -5.34800 2.61309 1.44624
H: -5.28064 1.14392 2.42531
C: 4.23217 -0.62852 -2.13022
O: 3.49122 0.44439 -2.72073
C: 4.08199 0.99853 -3.78727
O: 5.13500 0.66627 -4.25064
O: 3.29140 1.96872 -4.23269
C: 3.79928 2.66092 -5.38106
H: 3.64118 -0.98251 -1.28760
H: 4.36644 -1.43647 -2.83802
H: 5.19690 -0.28286 -1.76429
H: 3.91854 1.97728 -6.21867
H: 4.74613 3.14263 -5.14903
H: 3.06470 3.41807 -5.63663

Forces on atoms 1 to 2 (eV/Å):
0.00 -0.39 -0.03
0.03 -0.28 0.26

---

Number 1: E_tot -1074.62306 hartree. Number 2: E_tot -6410.54586 hartree. Number 3: E_tot -2561.93875 hartree. Number 4: E_tot -3720.41169 hartree.